Molecular formula: C9H8N2
Method: DFT, ωB97M-V with the def2-TZVPD basis set

Cartesian coordinates (Å):
1 C 1.4008 -2.5303 -0.6780
2 C 1.5615 -1.3446 -1.4104
3 C 0.9926 -0.1313 -1.0831
4 C 0.0769 -0.1672 -0.0355
5 N -0.6089 1.0148 0.2937
6 C -0.7969 2.1229 -0.4475
7 C -1.7132 2.9209 0.1984
8 N -1.6992 2.4961 1.5056
9 C -1.1544 1.3393 1.5286
10 C 0.0006 -1.2191 0.8676
11 C 0.6583 -2.4135 0.5439
12 H 1.8552 -3.5051 -0.8691
13 H 2.3420 -1.4088 -2.1998
14 H 1.2748 0.7909 -1.5336
15 H -0.5963 1.9055 -1.5477
16 H -2.1300 3.7996 -0.2586
17 H -1.1926 0.5998 2.3441
18 H -0.8573 -1.0501 1.5898
19 H 0.5862 -3.2198 1.1916

The gap between HOMO and LUMO is 0.3391 Ha. Its SMILES is c1ccc(-n2ccnc2)cc1. As for the energy above the lowest of the compared OMol25 structures with the same formula, charge and spin: 159.78 kJ/mol. The HOMO energy comes out at -8.59 eV.

Mulliken atomic charges, in units of e: -0.5908 -0.3495 -0.5381 1.0165 0.1239 -0.2906 -0.4671 -0.5926 0.0076 -0.5097 -0.4160 0.3584 0.2789 0.4236 0.2830 0.3489 0.2974 0.1777 0.4385

Molecular formula: C9H8N2O
Method: DFT, ωB97M-V with the def2-TZVPD basis set

Cartesian coordinates (Å):
1 C 1.4471 -2.5029 1.9832
2 C 0.3805 -2.4037 1.3570
3 N -0.7541 -1.7371 0.9529
4 C -1.7754 -2.1120 1.4107
5 C -2.7803 -1.3058 0.8723
6 N -2.2573 -0.4911 -0.0116
7 C -0.9136 -0.6707 -0.0821
8 C -0.1627 0.2383 -0.6668
9 C 0.8786 0.7651 -1.0054
10 C 1.5294 1.8167 -1.9921
11 O 2.1923 2.7239 -1.1434
12 C 1.4254 3.7854 -1.0313
13 H 2.2600 -3.0434 2.5095
14 H -1.5803 -2.8561 2.0466
15 H -3.9071 -1.2399 1.2413
16 H 2.2120 1.1452 -2.4921
17 H 0.7238 2.2147 -2.8054
18 H 0.4746 3.4487 -0.7502
19 H 1.9056 4.3701 -0.2279
20 H 1.2781 4.1047 -2.0359

The gap between HOMO and LUMO is 0.3045 Ha. Its SMILES is C#Cn1ccnc1C#CCOC. As for the energy above the lowest of the compared OMol25 structures with the same formula, charge and spin: 968.40 kJ/mol. The HOMO energy comes out at -7.93 eV.

Mulliken atomic charges, in units of e: -0.3156 -0.0398 0.1581 -0.0307 -0.4213 -0.5694 -0.1542 0.4828 -0.0916 -0.5378 -0.3207 -0.7320 0.3459 0.4541 0.2810 0.3320 0.2762 0.3497 0.2226 0.3106

Molecular formula: C9H8N2O2
Method: DFT, ωB97M-V with the def2-TZVPD basis set

Cartesian coordinates (Å):
1 O -1.9290 2.2744 -0.5032
2 C -1.5147 1.1230 -0.3070
3 N -2.4364 0.0587 -0.2821
4 C -2.2283 -1.1283 0.5254
5 C -1.2206 -2.0058 -0.1075
6 N -0.0119 -1.6482 -0.2817
7 C 0.5383 -0.3484 -0.0861
8 C 1.9516 -0.5129 -0.1352
9 O 2.4890 -1.7156 -0.3643
10 C 2.7952 0.5989 0.0498
11 C 2.1797 1.8105 0.1888
12 C 0.7436 1.9747 0.0626
13 C -0.1006 0.8822 -0.0052
14 H -3.3898 0.4344 -0.2057
15 H -3.0976 -1.6730 0.6257
16 H -1.8275 -0.8904 1.5482
17 H -1.5877 -2.9791 -0.3678
18 H 1.7299 -2.2758 -0.7057
19 H 3.8804 0.3879 -0.0241
20 H 2.7316 2.7502 0.2473
21 H 0.3049 2.8827 0.1279

The gap between HOMO and LUMO is 0.3044 Ha. Its SMILES is O=C1NCC=Nc2c(O)cccc21. As for the energy above the lowest of the compared OMol25 structures with the same formula, charge and spin: 149.15 kJ/mol. The HOMO energy comes out at -8.40 eV.

Mulliken atomic charges, in units of e: -0.6469 0.3771 -0.2655 -0.6126 -0.1924 -0.5009 0.6543 0.5805 -0.6416 -0.5079 -0.5274 -0.8502 -0.1006 0.2996 0.4388 0.2899 0.4173 0.4615 0.3774 0.3413 0.6082

Molecular formula: C9H8N2O3
Method: DFT, ωB97M-V with the def2-TZVPD basis set

Cartesian coordinates (Å):
1 C 0.0751 -0.4553 -3.2467
2 C 0.8784 0.4329 -2.5598
3 C -0.4007 -1.5858 -2.6026
4 C 1.2723 0.2265 -1.2215
5 C -0.1325 -1.7535 -1.2689
6 C 0.6626 -0.7785 -0.5171
7 C -1.3222 1.8318 2.4698
8 C -0.4895 1.2279 3.5459
9 C 0.6913 -0.8975 1.0139
10 N 0.7094 0.4013 1.6757
11 N -1.0554 1.5946 1.2670
12 O -1.3519 1.8109 0.1253
13 O -0.6917 1.4118 4.7104
14 O 0.3783 0.3573 3.0420
15 H -0.2088 -0.4167 -4.2919
16 H 1.2032 1.3029 -3.1527
17 H -1.0125 -2.4640 -3.1053
18 H 1.8878 0.8869 -0.6308
19 H -0.4273 -2.7568 -0.7602
20 H -2.1160 2.5111 2.9626
21 H -0.2376 -1.4674 1.2219
22 H 1.6880 -1.4204 1.3230

The gap between HOMO and LUMO (alpha / beta) is 0.3079 / 0.3158 Ha. As for the energy above the lowest of the compared OMol25 structures with the same formula, charge and spin: 492.84 kJ/mol. The HOMO energy (alpha / beta) comes out at -9.25 / -9.30 eV.

Mulliken atomic charges, in units of e: -0.4462 -0.3895 -0.2265 -0.3281 -0.5817 0.6241 0.0443 0.3992 -0.4760 -0.2709 0.3741 -0.4962 -0.5310 -0.2151 0.3713 0.3412 0.2246 0.4038 0.2023 0.3483 0.3442 0.2838

Molecular formula: C9H8N2O5SZn
Method: DFT, ωB97M-V with the def2-TZVPD basis set

Cartesian coordinates (Å):
1 O 0.0062 4.1239 -0.3408
2 C -0.0110 3.0559 -0.7420
3 Zn 0.0057 -0.7128 0.7597
4 O -0.0003 0.1164 -3.0186
5 C -0.0108 -0.1984 -1.9255
6 C -0.0019 -2.8614 0.4038
7 O 0.0027 -3.9205 -0.0288
8 C -2.2025 -0.0486 0.0521
9 O -3.2855 0.1268 -0.2365
10 C 2.1953 -0.0579 0.0108
11 O 3.2877 0.1197 -0.2568
12 S 0.0492 0.9507 2.3176
13 C 0.0176 0.1313 3.8508
14 N -1.1374 -0.0913 4.4909
15 C -1.2324 -0.3121 5.9356
16 C 0.0127 0.1468 6.6580
17 C 1.2363 -0.3978 5.9400
18 N 1.1526 -0.1753 4.4846
19 H -1.9412 0.2739 4.0014
20 H -1.3608 -1.3846 6.1189
21 H -2.1233 0.2081 6.2845
22 H 0.0024 -0.2852 7.6580
23 H 0.0566 1.2402 6.7549
24 H 1.2915 -1.4826 6.1215
25 H 2.1647 0.0614 6.2966
26 H 2.0031 0.0875 3.9918

The gap between HOMO and LUMO is 0.3251 Ha. The charge is +2. The HOMO energy comes out at -16.81 eV.

Mulliken atomic charges, in units of e: -0.1538 0.1461 0.9453 -0.0760 0.1008 0.4674 -0.1167 0.2270 -0.1164 0.2336 -0.1240 -0.3989 0.2426 -0.1147 -0.6078 -0.5621 -0.6146 -0.1185 0.3019 0.3080 0.3788 0.3480 0.3152 0.3104 0.3768 0.3015

Molecular formula: C9H8N4O
Method: DFT, ωB97M-V with the def2-TZVPD basis set

Cartesian coordinates (Å):
1 N 0.9695 -4.3003 -0.4016
2 C 0.6665 -3.4313 0.2660
3 N 0.2848 -2.3931 1.0348
4 N -0.0203 -1.4046 0.1499
5 C -0.2669 -0.1612 0.4097
6 C -0.3309 0.8681 -0.6939
7 C -0.1361 2.2154 -0.3420
8 C -0.2227 3.2258 -1.2247
9 C -0.5370 2.8685 -2.5897
10 C -0.7187 1.5462 -2.9524
11 C -0.6965 0.5606 -1.9951
12 C 0.0340 -2.1440 2.6017
13 N 1.0647 -2.2242 3.4510
14 O -1.0830 -1.8576 2.8397
15 H -0.2008 0.3544 1.4108
16 H 0.2722 2.5293 0.7110
17 H -0.1122 4.2063 -0.7653
18 H -0.4115 3.6245 -3.2839
19 H -0.5843 1.1875 -3.9101
20 H -0.6515 -0.4351 -2.3868
21 H 1.9672 -2.6601 3.1933
22 H 0.7138 -2.1752 4.4776

The gap between HOMO and LUMO is 0.3263 Ha. Its SMILES is N#CN(/N=C/c1ccccc1)C(N)=O. As for the energy above the lowest of the compared OMol25 structures with the same formula, charge and spin: 261.83 kJ/mol. The HOMO energy comes out at -8.59 eV.

Mulliken atomic charges, in units of e: -0.4462 0.4342 -0.0355 -0.3441 -0.2971 0.8966 -0.3289 -0.4984 -0.5075 -0.4701 -0.3770 0.4018 -0.4131 -0.4584 0.2763 0.1148 0.3577 0.4139 0.3835 0.3433 0.2563 0.2977

no.,F_max (eV/Å),E_tot (hartree)
1,4.68,-457.2178
2,15.86,-532.1579
3,4.11,-607.7331
4,3.29,-682.7560
5,4.20,-3010.3955
6,3.51,-641.9162